No. 1
Here is a 3-piece molecular cluster, C26H48N2O9 overall from the Open Molecules 2025 dataset. Energies are from the ωB97M-V functional and the def2-TZVPD basis.

```
! RIJCOSX wB97M-V def2-TZVPD def2/J DEFGRID3
* xyz 0 1
C 2.2320 -2.8322 0.2237
C 3.0056 -1.6069 0.6373
O 4.0922 -1.6643 1.1552
N 2.3717 -0.3730 0.3152
C 3.2770 0.7718 0.1191
C 1.2482 -0.1124 1.1329
C 1.2036 -0.3965 2.4326
C -0.0269 -0.1361 3.2099
O -0.1202 -0.4701 4.3732
C -1.1436 0.5413 2.5190
C -1.1473 0.8579 1.2223
C -2.3587 1.5513 0.6325
C -2.6037 1.5456 -0.8750
C -3.1368 0.2383 -1.5102
C -3.1776 -1.0475 -0.6652
C -4.5699 -1.4091 -0.1618
N -5.1208 -0.3775 0.7254
C 0.0594 0.4859 0.4123
O 0.1153 0.6256 -0.7846
H 2.1721 -3.5263 1.0615
H 1.2396 -2.5898 -0.1484
H 2.8101 -3.3244 -0.5599
H 2.8977 1.6520 0.6370
H 3.3582 1.0045 -0.9419
H 4.2622 0.5362 0.5179
H 2.0389 -0.8358 2.9661
H -2.0010 0.7599 3.1471
H -3.2322 1.1399 1.1392
H -2.3021 2.5979 0.9509
H -3.3251 2.3436 -1.0655
H -1.6973 1.8401 -1.3968
H -2.5368 0.0385 -2.3998
H -4.1559 0.4148 -1.8638
H -2.8650 -1.8806 -1.3008
H -2.4696 -1.0375 0.1696
H -5.2307 -1.5232 -1.0248
H -4.5162 -2.3894 0.3304
H -4.5923 -0.3859 1.5927
H -6.0666 -0.6380 0.9836
C 12.7692 -1.9142 0.8647
O 11.3967 -2.0056 0.5632
C 10.9470 -3.2845 0.1615
C 9.6718 -3.6971 0.8650
O 9.8037 -3.9342 2.2546
C 9.9369 -2.8294 3.1333
C 8.6782 -2.0140 3.3362
O 8.3207 -1.2796 2.1837
C 6.9540 -1.3516 1.8313
H 13.3686 -1.7282 -0.0335
H 12.9033 -1.0772 1.5499
H 13.1356 -2.8226 1.3536
H 11.7205 -4.0400 0.3388
H 10.7354 -3.2668 -0.9163
H 9.3955 -4.6686 0.4455
H 8.8632 -2.9986 0.6434
H 10.7724 -2.1848 2.8537
H 10.1727 -3.2799 4.1012
H 8.8709 -1.3151 4.1621
H 7.8617 -2.6770 3.6435
H 6.5519 -2.3586 1.9674
H 6.8730 -1.0884 0.7774
H 6.3499 -0.6492 2.4139
C -5.4780 2.7705 -3.2996
O -6.6075 2.1795 -2.6999
C -6.7701 2.4301 -1.3128
C -8.1787 2.8648 -0.9743
O -8.5623 4.1284 -1.4875
C -8.8474 4.2546 -2.8695
C -10.1479 3.6248 -3.3186
O -10.1056 2.2110 -3.2787
C -11.2308 1.5964 -2.6961
H -4.5875 2.1419 -3.2008
H -5.6938 2.8968 -4.3608
H -5.2649 3.7563 -2.8722
H -6.0600 3.1927 -0.9730
H -6.5578 1.5090 -0.7564
H -8.2054 2.9900 0.1119
H -8.8964 2.0839 -1.2332
H -8.0186 3.9109 -3.4910
H -8.9583 5.3307 -3.0272
H -10.3285 3.9468 -4.3530
H -10.9690 4.0058 -2.7012
H -11.5781 2.1458 -1.8146
H -10.9342 0.5948 -2.3861
H -12.0597 1.5108 -3.4076
*
```

Output
SMILES string: CC(=O)N(C)C1=CC(=O)C=C(CCCCCN)C1=O.COCCOCCOC.COCCOCCOC
Lowest unoccupied orbital energy: -1.498 eV
HOMO: -8.89 eV


No. 2
Here is C26H48N9O11 as an isolated structure in a non-equilibrium geometry from the Open Molecules 2025 dataset. Energies are from the ωB97M-V functional and the def2-TZVPD basis.

```
! RIJCOSX wB97M-V def2-TZVPD def2/J DEFGRID3
* xyz 1 1
C -2.6401 -1.2350 -3.0774
C -1.8771 -0.8200 -1.8214
C -0.2851 -1.1390 -1.8344
C 0.4059 -0.4240 -0.6964
C 0.1119 1.0570 -0.8284
C -1.3121 1.5030 -0.7124
N -2.1661 0.6330 -1.6224
O -3.2451 1.1130 -2.0724
C -1.5501 2.9600 -1.2614
C -1.7371 1.5120 0.7346
C -2.4751 -1.4720 -0.5614
H -2.2951 -0.8260 -4.0164
H -3.6391 -1.3040 -3.0934
H -2.2321 -2.3160 -3.1474
H 0.1369 -0.8140 -2.8184
H -0.0371 -2.2360 -1.8464
H 1.4249 -0.6900 -0.7884
H 0.0769 -0.9400 0.3466
H 0.6649 1.2990 -1.6934
H 0.9269 1.6210 0.1366
H -1.2931 2.8830 -2.1714
H -1.0461 3.5880 -0.6054
H -2.5671 3.4140 -1.3054
H -2.7381 1.8790 1.0206
H -1.1571 2.2040 1.3766
H -1.5621 0.6090 1.2766
H -2.3681 -2.5350 -0.5884
H -3.6211 -1.2320 -0.4944
H -2.1961 -1.2090 0.5346
N -1.4961 0.6240 5.8036
C -2.0941 0.0700 4.6826
C -3.2591 1.0160 4.4216
C -3.3781 1.9330 5.6006
C -2.1491 1.7410 6.4596
H -0.7611 0.1030 6.2906
H -1.5261 -0.6570 4.0126
H -4.0311 1.2110 3.5576
H -4.1711 2.6630 6.0356
H -1.6911 2.0740 7.5196
N -0.5591 3.2680 4.5876
C 0.5859 3.6220 5.4726
C 1.1629 4.8730 4.8436
C 0.2279 5.2800 3.5796
C -0.9051 4.2280 3.6266
H -1.0061 2.4050 4.6926
H 0.7979 3.1440 6.4406
H 2.0439 5.2660 5.2336
H 0.2439 6.1270 2.7986
H -1.5651 4.0810 2.9036
N 1.6869 2.6890 2.7196
C 2.7629 3.3570 2.1336
C 3.5269 2.3330 1.3126
C 2.8359 1.0480 1.6266
C 1.7099 1.3510 2.5446
H 1.1099 3.3390 3.3726
H 2.8629 4.2590 2.4076
H 4.3599 2.4820 0.5926
H 3.0609 0.1350 1.1536
H 1.0989 0.5800 2.8496
C -0.8911 -6.6920 -2.7324
N -1.6691 -5.5930 -2.1394
O -2.8981 -5.4580 -2.3264
O -1.0901 -4.6840 -1.5544
H -1.6551 -7.2710 -3.2034
H -0.3271 -7.0600 -1.9234
H -0.2601 -6.2010 -3.4784
C 3.9859 -4.2840 -1.8814
N 2.5579 -4.0240 -2.3944
O 1.8979 -4.8970 -2.8564
O 2.2709 -2.8180 -2.4104
H 4.2359 -5.4070 -1.9334
H 3.7849 -4.0230 -0.9334
H 4.8119 -3.6310 -2.1174
C 0.3859 -4.4940 1.6616
N 1.0409 -3.0880 1.8056
O 2.1059 -2.7940 1.3886
O 0.2989 -2.2100 2.3586
H -0.0261 -4.5390 0.6426
H -0.2511 -4.3610 2.5036
H 1.3769 -5.1050 1.8646
C -0.4611 2.4370 -6.3884
N -0.7571 1.2270 -5.4924
O -0.6411 1.3640 -4.3434
O -1.1771 0.3060 -6.0464
H -0.9521 3.4010 -5.8804
H -0.8151 2.5170 -7.2994
H 0.5739 2.4340 -6.3194
C 3.7309 -0.0390 -3.4804
N 2.8959 1.0740 -4.1424
O 2.3079 0.8150 -5.1354
O 2.5359 1.9710 -3.3674
H 4.7529 0.4270 -3.1204
H 3.8699 -0.5850 -4.3424
H 3.2529 -0.4420 -2.6284
*
```

Output
Lowest unoccupied orbital energy: -5.146 eV
HOMO: -9.43 eV
Relative energy (zero: lowest compared OMol25 entry of this formula, charge and spin): 51.2 kJ/mol